1.
Here is the molecule C2H6N4S from the OMol25 dataset. Energies are from ωB97M-V/def2-TZVPD.

Geometry (Å):
C 0.97 0.62 0.37
C -1.21 -1.55 -0.78
H 2.31 2.20 0.54
H 0.65 2.59 0.67
H -0.99 0.78 0.99
H 0.10 -1.71 0.82
H -1.30 -2.66 -0.81
H -1.48 0.13 -1.58
N 1.33 1.88 0.67
N -0.30 0.23 0.51
N -0.57 -1.09 0.41
N -1.69 -0.86 -1.77
S 2.17 -0.55 -0.02

## Properties
Electronic energy (eV): -18966.00255
Gap between HOMO and LUMO (eV): 8.92
Maximum force (eV/A): 3.445
LUMO (eV): 0.50

=====

2.
Here is a cluster of 2 separate species, C2H6N6 in total from the OMol25 dataset. Energies are from ωB97M-V/def2-TZVPD.

Geometry (Å):
C -1.39 0.12 0.07
C 1.41 0.00 0.09
H -2.99 -0.91 -0.09
H -1.30 -1.60 -0.36
H 1.03 -1.94 0.35
H 2.95 -0.83 -0.80
H 0.89 1.99 0.19
H -1.08 2.03 -0.98
N -2.75 0.09 -0.19
N -0.67 -1.07 0.45
N 0.61 -1.07 -0.21
N 2.79 0.06 -0.24
N 0.54 1.14 0.69
N -0.48 0.94 -0.40

## Properties
Electronic energy (eV): -11104.79989
Gap between HOMO and LUMO (eV): 9.05
Maximum force (eV/A): 7.885
LUMO (eV): 0.04

=====

In the order shown, the computed ΔE to the lowest compared entry with this formula, charge and spin values come out to 100.61; 530.50 kJ/mol.